[1]
40
Properties=species:S:1:pos:R:3 method="wB97M-V/def2-TZVPD" de_lowest_ev=1.525 charge=+1 lumo_ev="-4.63 / -4.71"
Pd -1.1431 0.1627 -0.7512
Br -3.0639 -2.2139 5.1242
As -1.3271 3.3580 0.1529
S -2.5573 1.9736 -0.9135
O -1.6257 -0.1974 -2.4426
N 0.5285 -1.1227 -0.9355
C -1.8649 -0.5547 0.9431
C 3.3417 -4.4200 -2.9801
C -2.5888 -1.5526 3.4276
C -2.8780 0.0621 1.6769
C 4.8645 -2.6820 -2.2784
C -1.2584 -1.7074 1.4408
C -2.3052 5.0030 0.2677
C -3.2289 -0.4295 2.9256
C 1.4120 -1.7160 -1.3605
C 3.8077 -1.9476 -1.7723
C 0.3262 3.7242 -0.7506
C -1.6143 -2.2013 2.6865
C 4.6307 -3.9129 -2.8788
C 2.5159 -2.4638 -1.8760
C 2.2732 -3.6984 -2.4790
C -0.8924 2.7907 1.9375
H 3.1693 -5.3774 -3.4513
H -0.2990 3.5671 2.4189
H -0.5099 -2.2357 0.8719
H -3.2325 4.8245 0.8080
H 3.9741 -0.9880 -1.3022
H -2.5307 5.3408 -0.7417
H 5.4620 -4.4819 -3.2730
H 0.8879 4.4683 -0.1875
H 0.9026 2.8044 -0.8315
H -1.1377 -3.0910 3.0738
H -4.0109 0.0508 3.4975
H 5.8715 -2.2955 -2.2058
H -0.3304 1.8597 1.8966
H -1.7072 5.7492 0.7881
H -3.4110 0.9132 1.2860
H 1.2625 -4.0756 -2.5550
H 0.0998 4.0936 -1.7486
H -1.8127 2.6195 2.4915

=====

[2]
43
Properties=species:S:1:pos:R:3 method="wB97M-V/def2-TZVPD" de_lowest_ev=0.391 charge=+2 lumo_ev=-7.40
Y -0.8043 0.2264 -0.1530
Br 5.4308 -3.8923 -0.1153
O -1.2810 -1.7909 -0.8778
O -1.0322 0.1954 1.7624
O -2.3695 -1.3853 2.6145
N -0.5901 2.5290 -0.5007
N -3.2429 0.4872 -0.0061
N -1.3977 -3.8268 -1.7749
N 1.4690 0.6980 -0.2499
C -1.5496 3.4549 -0.5828
C -1.3923 -3.6864 0.6297
C 2.4586 -0.3051 -0.2033
C 4.7089 -1.1526 -0.2837
C 3.8340 -0.0866 -0.3173
C -0.0113 5.2507 -0.3009
C 2.8644 -2.6863 -0.0136
C 1.9980 -1.6155 -0.0446
C 0.6855 2.9586 -0.3321
C 4.2288 -2.4517 -0.1394
C -3.3968 0.4666 1.4867
C 1.0010 4.3049 -0.2297
C -1.3121 4.8162 -0.4882
C -2.2119 -0.3362 2.0534
C -1.3601 -3.0496 -0.7140
C 1.7417 1.9531 -0.2603
H 0.2120 6.3059 -0.2192
H 2.5016 -3.6968 0.1134
H 2.7624 2.3213 -0.2089
H 2.0317 4.6058 -0.0966
H -1.4270 -4.7713 0.5719
H -3.6942 -0.3480 -0.3706
H -2.2548 -3.3349 1.1941
H 4.2424 0.9060 -0.4505
H -2.1333 5.5144 -0.5637
H 5.7730 -0.9842 -0.3731
H 0.9280 -1.7761 0.0754
H -0.5169 -3.3823 1.2064
H -2.5578 3.0975 -0.7444
H -3.3539 1.4843 1.8718
H -1.3757 -3.4320 -2.7036
H -4.3222 -0.0066 1.8025
H -3.8021 1.2489 -0.3752
H -1.4824 -4.8272 -1.6888

=====

[3]
45
Properties=species:S:1:pos:R:3 method="wB97M-V/def2-TZVPD" de_lowest_ev=0.000 charge=+1 lumo_ev="-2.86 / -2.86"
Re 0.3442 -0.5512 -0.0279
Br -0.3460 2.7024 -0.2453
S 1.5628 1.3682 -3.3348
S 1.5955 -1.3205 -1.9115
S -0.8701 -2.1382 -1.2120
O -1.3365 -0.6785 1.0039
N 3.6942 1.9220 -0.4249
N -0.3087 -0.3665 -3.5138
N -2.2341 -1.7233 1.0272
N 2.1156 0.4182 -0.0375
N 0.3809 0.6965 1.5565
C -3.1460 -1.8937 2.0314
C 0.6965 0.2253 2.7816
C -4.0413 -3.0267 1.9547
C 3.2836 0.0288 0.5655
C 0.4524 2.3654 3.7998
C 0.7451 1.0116 3.9215
C 0.9025 -0.1912 -2.8988
C 0.1232 2.8814 2.5493
C -3.9463 -3.8668 0.9061
C 2.3926 1.5593 -0.6251
C 0.1006 2.0151 1.4652
C -2.1110 -2.5669 -0.0620
C -2.9501 -3.6300 -0.1354
C -0.6578 0.6194 -4.5034
C 4.2791 0.9492 0.3377
C 0.0151 1.9200 -4.1079
H -4.5902 -4.7267 0.8014
H -1.7460 0.7158 -4.5512
H 3.3446 -0.8924 1.1307
H -3.1425 -1.1663 2.8271
H 5.3149 0.9943 0.6412
H 1.7019 2.1604 -1.2013
H -0.5762 2.4521 -3.3560
H 1.0052 0.5785 4.8811
H 0.4800 3.0139 4.6709
H -4.7622 -3.1647 2.7450
H 4.1371 2.7584 -0.7792
H 0.9171 -0.8377 2.8253
H 1.0334 -1.8010 0.9404
H -0.1085 3.9342 2.4327
H -0.2966 0.2621 -5.4749
H -0.7519 -1.2764 -3.4619
H 0.1904 2.5795 -4.9615
H -2.8867 -4.3133 -0.9699

=====

[4]
41
Properties=species:S:1:pos:R:3 method="wB97M-V/def2-TZVPD" charge=+1 lumo_ev=-3.21
Tl 0.3154 0.5289 1.4258
Se -1.9678 -1.5914 0.7063
Se -2.2207 1.6182 -0.5419
Cl 3.9355 -2.0541 -2.9997
Cl 1.8688 -2.0155 2.0391
S 2.6309 1.0901 -0.5247
S 1.8188 -0.8436 -1.0138
C 4.0923 -3.3059 1.3139
C -3.3657 -0.3276 1.2577
C 6.6022 0.8812 -1.1415
C 4.9950 -3.3444 -0.9138
C 4.3732 0.8368 -0.2708
C 3.0937 -2.4506 0.8867
C 5.0490 -3.7378 0.4108
C 3.0475 -1.9823 -0.4301
C 5.2406 1.0557 -1.3339
C 7.0834 0.4864 0.0989
C 4.0002 -2.4749 -1.3345
C -3.7773 0.6349 0.1699
C 6.2121 0.2926 1.1629
C -3.0291 -2.9705 -0.1776
C 4.8518 0.4840 0.9864
C -3.0625 3.3752 -0.6749
H 4.1067 -3.6413 2.3416
H 4.8466 1.3543 -2.2955
H 6.5935 0.0088 2.1351
H 7.2861 1.0613 -1.9602
H -2.9324 0.2085 2.1014
H -3.5099 3.6488 0.2765
H -2.2824 4.0869 -0.9315
H -2.3224 -3.6121 -0.6966
H 4.1687 0.3799 1.8197
H -4.4568 1.3841 0.5764
H 5.7100 -3.7135 -1.6354
H -3.8106 3.3556 -1.4617
H -3.5727 -3.5427 0.5678
H -4.2114 -0.9139 1.6157
H 8.1477 0.3492 0.2395
H -3.7077 -2.5181 -0.8949
H -4.2581 0.1342 -0.6674
H 5.8302 -4.4081 0.7422

=====

[5]
57
Properties=species:S:1:pos:R:3 method="wB97M-V/def2-TZVPD" charge=0 lumo_ev=-2.92
Cs 5.0598 3.1517 3.8014
Cl -2.2402 2.2180 -3.7493
Cl 2.8613 3.0647 -6.2448
Cl -0.7121 2.0438 -1.2794
Cl 0.6054 2.8244 -3.7534
Cl -1.2674 4.6416 -2.4665
Cl 0.7509 5.0191 -5.7858
Cl 3.1481 5.7818 -7.2542
S 4.0349 -0.1599 2.1891
S 1.5102 0.7307 1.0632
F 5.3823 3.6138 -0.8072
F -1.0036 -1.9418 0.2717
O 4.3327 1.2062 -1.2611
O 1.1200 -2.8041 1.0226
O 4.4042 -1.4807 2.9714
O 4.7925 0.9785 2.9110
O 2.0919 2.1128 0.5795
O 0.0435 1.0707 1.5408
O 4.6922 -2.8537 0.1998
N -5.0552 -1.4519 3.8846
N 4.4926 -0.4405 0.5344
N 2.3282 0.0885 2.4660
C 5.0271 0.7805 -0.1690
C 2.0087 4.4700 -6.9066
C 6.9827 -1.7359 0.2598
C 1.2982 -0.5176 -0.3306
C 6.3847 1.6230 0.1926
C -9.1830 -2.5560 2.6942
C -4.2624 -1.0929 2.9721
C -8.5267 -3.3103 0.0895
C -7.5284 -2.8832 0.9647
C -0.9035 2.9319 -2.8121
C -3.3067 -0.6603 1.8721
C 0.4839 -1.8075 0.3531
C 5.3484 -1.6698 0.3444
C -9.8547 -3.3534 0.5147
C -7.8557 -2.5076 2.2673
C -10.1825 -2.9742 1.8161
Li 8.3598 3.4598 -0.0256
H -2.9960 -1.5290 1.2854
H 7.0286 1.1566 1.0756
H -2.4215 -0.1915 2.3105
H -7.0773 -2.1771 2.9499
H -8.2706 -3.6081 -0.9235
H -3.7997 0.0580 1.2112
H -6.4941 -2.8439 0.6317
H 7.3911 -1.5913 -0.8501
H -10.6334 -3.6825 -0.1683
H 6.0149 2.6764 0.6157
H 0.5522 -0.0567 -1.1161
H 7.2928 -2.8102 0.6779
H -11.2177 -3.0054 2.1465
H -9.4379 -2.2671 3.7101
H 1.5298 4.1728 -7.8430
H 7.0533 1.8831 -0.7520
H 2.2910 -0.8328 -0.8634
H 7.5324 -0.9612 0.9714

=====

[6]
51
Properties=species:S:1:pos:R:3 method="wB97M-V/def2-TZVPD" de_lowest_ev=0.366 charge=0 lumo_ev=-0.11
Sr 0.1748 0.2306 -0.0943
Cl 2.2331 2.0901 -0.7980
S -2.6354 0.7170 0.8883
S -1.0473 0.2955 -2.9812
N -3.0837 2.8216 2.3430
N 1.4523 -1.5046 -1.9552
N -1.2660 1.6946 3.0406
N -3.4819 1.7940 -2.9736
N -3.9881 2.9379 -2.3507
N -1.9158 2.5273 -1.7762
N -0.3187 -2.5122 -0.0917
N -0.2602 0.8023 2.6580
N 1.6286 -0.8617 1.7800
N -0.9263 -4.5724 0.1698
N -0.0522 -4.6110 -0.8469
N -0.6965 2.5374 -1.1520
N 2.6942 -3.0826 -3.8386
C -3.0158 3.3966 -1.6610
C 1.6518 -0.4167 3.0977
C 0.2583 -3.3150 -0.9862
C 2.7597 -0.6733 3.9513
C 1.8424 -3.6064 -2.9239
C -2.1942 1.4979 -2.6106
C -2.9787 4.7325 -1.0105
C 2.9911 -1.8007 -3.7199
C 2.3386 -1.0096 -2.7908
C 2.7443 -1.5054 1.4012
C -1.0551 -3.3165 0.6237
C -2.2436 1.7662 2.1635
C 3.8588 -1.8003 2.1954
C 0.5030 0.3571 3.5678
C 3.8173 -1.4393 3.5227
C 1.2263 -2.8154 -1.9787
H -1.4604 -5.3461 0.5459
H -3.0702 3.2170 3.2714
H 3.7415 -1.3834 -4.3491
H 2.7914 -1.7535 0.3075
H 0.3333 0.4655 4.6642
H 4.6417 -1.6297 4.2201
H -0.8095 3.0847 -0.3016
H -2.6734 4.6840 0.0376
H -3.9997 5.1374 -0.9799
H -1.7205 -3.0529 1.3985
H 2.6837 -0.1976 4.9482
H 0.0335 2.9751 -1.7090
H -4.1446 1.2203 -3.5070
H 4.7317 -2.2343 1.7189
H 1.5905 -4.6957 -3.0056
H -2.2261 5.4128 -1.5048
H 2.6067 0.0169 -2.6934
H -4.0647 2.7238 2.0751

=====

[7]
43
Properties=species:S:1:pos:R:3 method="wB97M-V/def2-TZVPD" de_lowest_ev=1.347 smiles="Cc1cc(NC(=O)c2ccc(Cl)c(S(=O)(=O)N3CCCCC3)c2)no1" charge=0 lumo_ev=-0.08
Cl -3.2990 -2.8996 -0.0401
S -2.4027 -0.1314 1.1564
O -3.2140 -0.7623 2.1500
O 3.3561 -2.5713 0.0803
O 5.7571 1.6089 0.2174
O -1.6459 1.0295 1.5355
N 2.9124 -0.3459 0.1656
N -3.3225 0.1190 -0.2107
N 4.4148 1.4304 0.1778
C 6.3703 0.4135 0.2581
C -1.6317 -2.5412 0.0066
C 2.5554 -1.6627 0.1194
C 7.8512 0.3799 0.3047
C -0.6936 -3.4599 -0.4520
C 5.4315 -0.5775 0.2460
C 0.6484 -3.1400 -0.4007
C 4.2045 0.1334 0.1949
C -4.4867 2.7223 -0.6748
C -2.9863 2.4871 -0.8342
C 0.1323 -1.0064 0.5665
C -1.2106 -1.3235 0.5181
C -2.7233 1.0200 -1.1728
C 1.0808 -1.9087 0.0946
C -4.7416 0.3299 -0.0033
C -5.0447 1.7750 0.3854
H -3.1384 0.7736 -2.1564
H 2.2058 0.3754 0.1519
H -4.9903 2.5383 -1.6279
H 5.5607 -1.6368 0.2678
H 8.2645 0.8448 -0.5890
H -2.4764 2.7207 0.1014
H 8.2107 0.9370 1.1681
H 1.3948 -3.8418 -0.7414
H 0.3869 -0.0558 1.0113
H -1.6513 0.8111 -1.1838
H -2.5784 3.1209 -1.6232
H -5.0489 -0.3576 0.7852
H -5.2549 0.0633 -0.9335
H -4.6733 3.7587 -0.3888
H -1.0234 -4.4109 -0.8380
H 8.1931 -0.6482 0.3679
H -4.5711 1.9816 1.3476
H -6.1223 1.9075 0.4923

=====

[8]
42
Properties=species:S:1:pos:R:3 method="wB97M-V/def2-TZVPD" de_lowest_ev=3.573 charge=0 lumo_ev=0.15
Cl 2.0408 -2.3345 -2.0799
S 2.7220 1.2335 0.5261
S -0.0527 -0.1517 0.3104
O 3.4653 1.3557 1.7619
O 3.3887 0.9176 -0.7172
O -0.7056 1.0104 -0.2645
O -0.0750 -1.3978 -0.5340
N -0.5303 -2.4554 -2.7906
C -1.8562 -1.8674 -2.9460
C -0.3762 -3.8637 -3.1381
C -0.7398 -2.3377 1.8210
C 0.7750 5.3105 -0.2420
C -0.9243 -0.9619 1.6416
C -2.4037 -0.8851 3.5377
C 1.5150 3.1541 -1.0708
C 1.9418 2.8270 0.2176
C 1.4922 0.0798 0.8818
C -1.3820 -2.9822 2.8799
C 1.8013 3.7258 1.2775
C -1.7717 -0.2274 2.4752
C 0.4614 -1.6906 -2.3323
C 0.9372 4.4063 -1.2954
C 1.2264 4.9738 1.0361
C -2.2287 -2.2620 3.7291
H 1.1400 5.6775 1.8646
H -1.3863 -4.2863 -3.2142
H 1.6470 -0.4121 1.8491
H -1.1933 -4.0456 3.0285
H 0.4200 -0.6388 -2.5989
H -2.6027 -2.6696 -2.9372
H -1.9131 0.8355 2.2815
H -1.9256 -1.3380 -3.9070
H 0.1299 -3.9588 -4.1100
H -2.0656 -1.1598 -2.1380
H 0.3018 6.2758 -0.4192
H 1.6493 2.4430 -1.8878
H 2.1456 3.4386 2.2719
H -0.1037 -2.9173 1.1523
H -2.7538 -2.7811 4.5348
H -3.0248 -0.3052 4.2221
H 0.6176 4.6602 -2.3060
H 0.1967 -4.3954 -2.3716

=====

[9]
39
Properties=species:S:1:pos:R:3 method="wB97M-V/def2-TZVPD" de_lowest_ev=0.000 charge=+2 lumo_ev="-10.64 / -10.24"
Pb 1.6640 -0.7675 -0.3339
Cl 2.4845 -2.6476 1.1144
P -0.6564 -0.2884 1.2069
O 3.2853 1.8320 1.7034
O -1.0626 2.9212 -1.7916
C -0.5266 1.9122 -1.7846
C -2.5918 2.7248 3.2326
C 2.9002 -0.5786 -3.2379
C -1.2339 1.3620 1.7575
C 0.7099 -3.5515 -2.5340
C -0.4707 2.5004 1.4361
C 0.7448 -1.2394 -3.7104
C -1.9917 -1.1216 0.2791
C -2.3213 1.4901 2.6364
C 2.7249 -1.9134 -2.7560
C 2.7023 1.2467 0.9190
C 1.3681 -2.3071 -3.0034
C -0.7580 3.7319 2.0180
C -0.5421 -1.2459 2.7610
C 1.6641 -0.1644 -3.8121
C -1.8152 3.8464 2.9189
H -2.2354 -0.5622 -0.6316
H -0.1448 4.6038 1.7811
H -1.4873 -1.2853 3.3311
H -0.2705 -1.2809 -4.1083
H -3.4014 2.8083 3.9595
H 1.1882 -3.9471 -1.6206
H 3.8326 -0.0115 -3.2254
H 3.4776 -2.5708 -2.3340
H -1.6382 -2.1206 -0.0265
H -2.9185 -1.2630 0.8538
H -2.0303 4.8099 3.3872
H 0.3898 2.4040 0.7612
H 0.7737 -4.3283 -3.3129
H -2.9315 0.6233 2.8821
H 1.4665 0.7977 -4.3022
H 0.2202 -0.7766 3.3978
H -0.2065 -2.2619 2.5116
H -0.3620 -3.3810 -2.3233

=====

[10]
38
Properties=species:S:1:pos:R:3 method="wB97M-V/def2-TZVPD" de_lowest_ev=0.212 smiles=Fc1ccccc1N1CCN(Cc2cccnc2)CC1 charge=0 lumo_ev=0.73
F -2.0737 -2.4967 -1.0114
N 0.5946 0.8028 4.8977
N -0.2350 0.6951 0.4675
N 0.3905 -1.0195 -1.4283
C -2.5149 -2.4157 -3.2932
C 0.3700 -1.5927 -0.1074
C -0.3853 -0.6906 0.8806
C 1.0672 0.9394 -0.1113
C 1.3256 2.4450 2.7955
C -0.1499 0.8873 3.8100
C -0.6771 1.6590 1.4600
C -2.2171 -2.0107 -4.5813
C 0.1639 1.6844 2.7113
C -0.2260 -0.9585 -3.7469
C -0.5004 -1.3411 -2.4232
C 1.1208 0.2309 -1.4783
C 2.1077 2.3688 3.9354
C -1.6791 -2.0805 -2.2483
C -1.0635 -1.2766 -4.7958
C 1.7012 1.5225 4.9560
H 1.8915 0.5967 0.5380
H 1.1918 2.0122 -0.2696
H 0.0039 -0.8748 1.8958
H 3.0110 2.9521 4.0295
H 1.6091 3.0971 1.9805
H 2.2803 1.4179 5.8641
H 1.4144 -1.6950 0.2120
H 0.6585 0.8787 -2.2252
H 2.1687 0.0562 -1.7613
H -3.4058 -2.9837 -3.0737
H -0.0624 -2.5900 -0.1246
H -2.8729 -2.2659 -5.3981
H -1.7103 1.4051 1.7137
H -0.6681 2.6447 0.9849
H -0.8041 -0.9562 -5.7938
H -1.4532 -0.9249 0.8712
H 0.6835 -0.4164 -3.9521
H -1.0557 0.2934 3.8203

=====

[11]
42
Properties=species:S:1:pos:R:3 method="wB97M-V/def2-TZVPD" de_lowest_ev=19.319 charge=0 lumo_ev=-0.08
S -1.4736 -2.1270 1.3799
F -5.0995 1.6422 -1.0923
O -0.5160 -1.4569 2.2480
O -2.1014 -3.2055 1.8194
O 0.4686 3.0570 1.2706
N 0.0841 -0.9486 -1.0972
N -0.6056 -2.8484 -0.2187
N 1.5486 -2.7370 -0.6800
C -2.2879 0.3214 0.7937
C 1.8452 2.1362 -0.4480
C -2.5021 -0.8763 0.2620
C 2.1120 -0.2258 1.2964
C -4.2270 0.8892 -0.6065
C 2.7367 -2.1071 -1.5862
C 0.5379 -2.2864 -0.6408
C 3.5059 -1.1738 -0.5784
C 2.6952 1.0823 -0.8660
C -3.4727 -1.5552 -0.2473
C -3.2526 1.0206 0.2542
C 0.1949 4.1479 0.6387
C -4.4841 -0.6559 -0.7604
C 2.7579 -0.2114 0.1989
C 1.3781 0.7210 1.4938
C 1.2447 1.9920 0.8130
H 2.4446 -1.4345 -2.0360
H 2.2348 -0.9666 1.8893
H -3.5649 -2.4638 -0.5584
H 0.9636 -0.1084 -1.3516
H 0.7006 0.9678 2.6740
H 3.1958 1.3368 -1.6600
H 1.1652 4.6216 0.6167
H 3.9157 -2.0990 0.2409
H 4.5334 -0.8629 -0.9651
H -0.7736 -0.4752 -0.7086
H -5.2352 -0.9696 -1.6451
H -1.6068 0.5510 1.4607
H -0.4137 4.7432 1.1110
H 1.8597 2.9333 -0.9979
H -0.4005 4.0167 -0.2044
H 3.3806 -2.9078 -2.0188
H -3.2161 2.1327 0.4460
H -0.2705 -3.6097 0.0606